[1]
A structure of composition C3H8N2 at a distorted geometry, computed with ωB97M-V/def2-TZVPD.

```
13
Properties=species:S:1:pos:R:3:forces:R:3
N 0.4629 -0.2520 -0.7413 0.79 3.76 -0.15
N -0.5090 1.9640 -0.9676 -1.68 -0.36 1.44
C 0.1012 -1.5053 1.3016 0.09 -0.10 -0.63
C 0.1419 1.0021 -1.4428 -2.88 -1.02 -2.69
C -0.1623 -0.1718 0.6046 0.62 -1.00 0.49
H 1.1940 0.6159 -0.7611 2.02 -2.39 1.53
H -0.2272 -2.3186 0.6500 -0.13 -0.03 0.13
H 1.1717 -1.6489 1.4321 0.09 0.02 0.17
H 0.3183 0.6156 1.1724 -0.28 0.31 0.19
H -1.2328 0.0319 0.5395 0.12 0.16 -0.23
H 0.4184 0.9555 -2.5087 0.13 -0.41 0.13
H -0.3984 -1.5948 2.2610 -0.07 0.10 0.10
H -1.2788 2.3064 -1.5397 1.18 0.96 -0.48
```
Forces are in eV/Å.

Calculated values
- largest force on an atom (eV Å⁻¹) = 4.1
- highest occupied orbital energy (eV) = -9.004
- molar mass (g mol⁻¹) = 72.11
- charge = 0
- energy relative to the best compared isomer or geometry (same formula, charge and spin) (eV) = 4.2050

[2]
A cluster of 2 separate species, C3H8N2O in total at a distorted geometry, computed with ωB97M-V/def2-TZVPD.

```
14
Properties=species:S:1:pos:R:3:forces:R:3
O -0.7429 -1.0298 -0.9809 0.33 0.41 0.20
N -1.2630 -0.1983 0.0798 0.44 -0.69 1.81
N 2.1257 -0.5082 -0.4385 0.61 -0.51 -0.73
C -1.4654 1.1463 -0.4181 0.46 -0.18 0.06
C 1.7333 -0.3614 0.8246 -1.05 0.32 0.88
C 1.1851 -0.1763 1.8952 1.37 -0.39 -0.60
H -0.5442 -0.2700 0.9332 -1.77 0.22 -2.89
H -1.5193 -1.3936 -1.4283 0.03 0.08 0.39
H -1.8281 1.7479 0.4140 -0.02 0.07 0.01
H 1.1242 0.0287 2.9273 -0.29 0.23 0.39
H -0.5491 1.5981 -0.8181 0.00 0.11 -0.03
H -2.2243 1.1436 -1.2068 0.05 -0.02 0.13
H 2.5416 -1.4136 -0.6362 0.00 0.20 0.13
H 1.4264 -0.3133 -1.1470 -0.16 0.16 0.26
```
Forces are in eV/Å.

Calculated values
- largest force on an atom (eV Å⁻¹) = 3.4
- highest occupied orbital energy (eV) = -8.523
- molar mass (g mol⁻¹) = 88.11
- charge = 0
- energy relative to the best compared isomer or geometry (same formula, charge and spin) (eV) = 5.1585
- SMILES string = C#CN.CNO

[3]
An isolated molecule of C3H8N2O at a distorted geometry, computed with ωB97M-V/def2-TZVPD.

```
14
Properties=species:S:1:pos:R:3:forces:R:3
O 0.4667 -2.8234 -0.9594 -0.01 0.16 0.08
N 0.1624 -0.6146 -0.5088 -0.31 -0.22 0.92
N -0.3327 2.7859 0.6283 -1.20 1.12 -0.07
C 0.3659 1.5866 0.6700 1.55 -1.99 0.46
C -0.5327 0.3916 0.2918 1.18 -0.03 -0.56
C -0.0102 -1.9359 -0.2796 0.37 -0.50 -0.56
H -0.6370 -2.1782 0.5913 -0.07 0.24 0.13
H -0.1192 3.4749 1.3200 0.18 0.26 -0.10
H -0.5216 3.1398 -0.2917 0.05 0.34 0.02
H -1.3241 0.7990 -0.3057 -0.84 0.15 -0.02
H 0.7332 -0.3665 -1.2981 0.01 0.11 -0.12
H -0.8881 -0.1196 1.1803 -0.41 0.12 -0.01
H 1.2946 1.5168 0.0769 -0.23 0.25 -0.42
H 0.7772 1.4353 1.6686 -0.26 -0.01 0.24
```
Forces are in eV/Å.

Calculated values
- largest force on an atom (eV Å⁻¹) = 2.6
- highest occupied orbital energy (eV) = -9.448
- molar mass (g mol⁻¹) = 88.11
- charge = 0
- energy relative to the best compared isomer or geometry (same formula, charge and spin) (eV) = 1.1127
- SMILES string = NCCNC=O

[4]
An isolated molecule of C3H8N2O at a distorted geometry, computed with ωB97M-V/def2-TZVPD.

```
14
Properties=species:S:1:pos:R:3:forces:R:3
O 1.7232 3.0650 0.4307 0.40 0.86 -0.12
N -1.3072 -1.8650 -0.7790 0.26 -0.33 -0.03
N -0.2651 0.1554 -0.2094 -0.19 0.90 -0.59
C -0.4492 -1.2157 0.1993 -0.17 0.13 0.06
C 0.9174 2.3470 -0.0759 -0.45 -1.19 0.72
C 0.6906 0.9603 0.5235 -0.16 -0.62 -0.63
H -0.1107 0.1997 -1.2121 -0.01 -0.17 0.13
H 0.3235 1.0524 1.5447 0.26 0.23 0.19
H -0.9374 -1.2039 1.1795 0.19 -0.04 0.08
H -0.9136 -2.7311 -1.1164 0.22 0.02 -0.05
H 0.3160 2.6168 -0.9591 -0.03 0.15 -0.16
H -2.1782 -2.1247 -0.3585 -0.50 0.10 0.06
H 1.6884 0.4979 0.5297 0.11 0.03 0.35
H 0.5022 -1.7543 0.3028 0.07 -0.06 -0.01
```
Forces are in eV/Å.

Calculated values
- largest force on an atom (eV Å⁻¹) = 1.5
- highest occupied orbital energy (eV) = -8.989
- molar mass (g mol⁻¹) = 88.11
- charge = 0
- energy relative to the best compared isomer or geometry (same formula, charge and spin) (eV) = 1.8200
- SMILES string = NCNCC=O

[5]
A structure of composition C3H8N2O at a distorted geometry, computed with ωB97M-V/def2-TZVPD.

```
14
Properties=species:S:1:pos:R:3:forces:R:3
O -1.9166 1.5283 0.0703 1.07 -5.68 0.56
N 2.2296 -0.2550 0.0466 0.81 1.25 -0.73
N -2.2479 -0.9963 -0.1508 2.47 2.89 -0.03
C -1.5312 0.2690 0.0553 1.91 4.26 2.44
C -0.0225 -0.2046 0.0076 -3.84 -1.77 2.57
C 1.0770 0.7285 -0.0441 2.96 -0.01 1.30
H 0.0480 -0.7455 -0.9152 -0.02 -0.94 -0.27
H 3.1949 0.0765 0.2142 -1.19 0.17 -0.16
H -3.0881 -0.9836 0.4135 -1.38 0.96 -1.19
H -0.0729 -1.0366 0.9198 0.80 2.26 -2.29
H 1.0481 1.2344 -0.9872 0.33 0.12 -0.83
H 2.0298 -0.9933 0.6937 -0.10 -0.06 0.32
H 1.1457 1.5440 0.6833 -0.36 -0.39 0.37
H -1.8940 -0.1657 -1.0070 -3.45 -3.05 -2.07
```
Forces are in eV/Å.

Calculated values
- largest force on an atom (eV Å⁻¹) = 5.8
- highest occupied orbital energy (eV) = -9.383
- molar mass (g mol⁻¹) = 88.11
- charge = 0
- energy relative to the best compared isomer or geometry (same formula, charge and spin) (eV) = 5.6092

[6]
An isolated molecule of C3H8N2O, computed with ωB97M-V/def2-TZVPD.

```
14
Properties=species:S:1:pos:R:3:forces:R:3
O 2.6148 -0.0896 0.2772 -0.30 0.05 -0.08
N -1.9614 -0.0087 0.5719 -0.21 -0.03 0.13
N 0.3711 1.5696 -0.1443 0.17 0.09 0.03
C -1.0585 -0.3666 -0.5204 0.29 -0.19 -0.01
C 1.3726 -0.6093 -0.0679 -0.03 -0.01 -0.05
C 0.3090 0.1818 -0.2214 0.06 -0.20 -0.09
H -0.9906 -1.4511 -0.6983 0.05 0.19 -0.02
H -0.4761 1.9730 0.2298 0.07 0.01 0.08
H -2.8997 -0.3407 0.3767 0.06 0.07 0.08
H -1.4436 0.1094 -1.4274 0.07 -0.08 -0.01
H 1.2092 1.8988 0.3129 -0.10 0.13 0.00
H -1.6499 -0.4478 1.4329 -0.06 0.01 -0.07
H 3.2923 -0.7399 0.0785 -0.02 0.03 0.01
H 1.3107 -1.6789 -0.2002 -0.04 -0.07 0.02
```
Forces are in eV/Å.

Calculated values
- largest force on an atom (eV Å⁻¹) = 0.4
- highest occupied orbital energy (eV) = -7.600
- molar mass (g mol⁻¹) = 88.11
- charge = 0
- energy relative to the best compared isomer or geometry (same formula, charge and spin) (eV) = 1.4826
- SMILES string = NC/C(N)=C/O

[7]
An isolated molecule of C3H8N2O at a distorted geometry, computed with ωB97M-V/def2-TZVPD.

```
14
Properties=species:S:1:pos:R:3:forces:R:3
O -0.7986 1.4441 0.8363 -0.08 -0.20 -0.23
N -0.0918 0.6629 -0.0788 -0.46 -2.32 0.67
N 1.3150 -2.4462 0.1793 -1.07 0.53 -0.64
C 0.3711 -1.6627 -0.6573 -0.18 -0.02 0.15
C -0.2974 -0.6002 0.1630 0.32 1.59 -0.52
C -0.8703 2.7645 0.3515 -0.15 0.97 0.70
H 2.0553 -1.8324 0.4446 0.76 0.16 0.20
H -0.9893 -0.9586 0.9274 0.16 0.41 0.16
H 0.1241 3.1817 0.1706 0.00 -0.04 0.19
H 0.7630 -1.1979 -1.5795 0.16 -0.26 0.34
H -1.4270 2.8591 -0.5709 -0.27 -0.28 -0.33
H 1.6715 -3.2010 -0.3856 0.31 -0.12 0.06
H -1.4099 3.3565 1.1283 0.55 -0.48 -0.50
H -0.4156 -2.3699 -0.9289 -0.03 0.07 -0.27
```
Forces are in eV/Å.

Calculated values
- largest force on an atom (eV Å⁻¹) = 2.5
- highest occupied orbital energy (eV) = -9.421
- molar mass (g mol⁻¹) = 88.11
- charge = 0
- energy relative to the best compared isomer or geometry (same formula, charge and spin) (eV) = 3.1941
- SMILES string = CO/N=C/CN

[8]
A structure of composition C3H8N2O at a distorted geometry, computed with ωB97M-V/def2-TZVPD.

```
14
Properties=species:S:1:pos:R:3:forces:R:3
O 0.8242 0.8898 2.4785 -3.89 1.85 -0.54
N 0.9259 0.4087 1.1921 -1.61 -0.59 -1.94
N -0.2925 -0.2263 -0.8710 -2.86 0.37 1.72
C 0.7245 -0.2664 -1.8238 1.26 1.53 -2.19
C -1.6335 -0.7898 -1.2424 0.74 -3.05 -2.23
C -0.1364 -0.0419 0.5240 1.82 1.67 -0.35
H -1.3603 -1.9432 -1.0856 -1.81 2.01 -0.68
H 1.3905 -1.3033 -1.6889 -1.49 2.79 -1.16
H -0.4208 1.8698 2.6717 3.41 -2.99 -0.63
H -2.4731 -0.4621 -0.6587 0.15 0.09 1.00
H 1.2797 0.7224 -1.5288 0.13 -2.15 -1.04
H -1.1174 -0.1224 0.9149 -0.78 0.27 1.29
H -2.1697 -0.6360 -2.3858 2.61 -0.15 2.88
H 0.1165 0.0678 -3.0615 2.31 -1.64 3.88
```
Forces are in eV/Å.

Calculated values
- largest force on an atom (eV Å⁻¹) = 4.8
- highest occupied orbital energy (eV) = -8.154
- molar mass (g mol⁻¹) = 88.11
- charge = 0
- energy relative to the best compared isomer or geometry (same formula, charge and spin) (eV) = 9.3772

Number 1 is which compound? C3H8N2